1.
Entry from OMol25: a single C2H3N3O3 molecule (ωB97M-V/def2-TZVPD).

Structure (XYZ):
```
11
C2H3N3O3 ωB97M-V/def2-TZVPD
C -1.39 -0.19 0.08
C 0.49 0.77 -0.28
H 2.51 -0.76 0.78
H -1.34 1.77 -0.18
H 0.91 2.40 0.74
N 0.78 -0.58 -0.45
N -0.77 0.95 -0.10
N 1.38 1.58 0.21
O 2.11 -1.07 -0.10
O -0.23 -1.18 0.43
O -2.68 -0.33 -0.05
```

structure (SMILES): [H]/N=c1\[nH]c(=O)on1O
frontier orbital gap: 10.21 eV
energy relative to the best compared isomer or geometry (same formula, charge and spin): 384.4 kJ/mol
HOMO: -10.1 eV

***

2.
Entry from OMol25: 13 unconnected molecules or ions with the total composition H26O13 (ωB97M-V/def2-TZVPD).

Structure (XYZ):
```
39
H26O13 ωB97M-V/def2-TZVPD
O -0.77 -2.80 2.06
H -0.85 -3.17 2.95
H -0.02 -2.22 2.11
O 1.02 0.72 -3.20
H 1.82 1.10 -2.82
H 0.83 1.27 -3.96
O 0.72 -2.11 -2.55
H 1.17 -1.27 -2.58
H 0.31 -2.19 -3.42
O -2.90 -0.70 -1.96
H -2.46 0.15 -2.08
H -2.97 -0.80 -1.01
O 1.32 1.90 3.44
H 1.39 1.09 3.94
H 0.50 1.80 2.95
O 0.09 0.23 0.04
H 0.39 -0.23 0.82
H 0.07 -0.44 -0.64
O -1.20 1.10 2.80
H -1.03 0.20 2.51
H -1.57 1.00 3.68
O 1.02 2.72 -0.35
H 0.50 3.22 -0.97
H 0.51 1.93 -0.19
O -0.05 -4.07 -0.38
H -0.22 -3.36 -1.00
H -0.53 -3.82 0.41
O -1.54 1.58 -2.41
H -0.67 1.18 -2.34
H -1.66 1.72 -3.35
O -2.65 1.83 -0.03
H -2.18 1.96 -0.85
H -2.29 1.01 0.32
O 2.98 0.35 0.46
H 3.57 1.01 0.83
H 2.42 0.85 -0.15
O 1.29 -1.04 2.20
H 1.63 -0.93 3.08
H 2.01 -0.76 1.63
```

frontier orbital gap: 9.83 eV
energy relative to the best compared isomer or geometry (same formula, charge and spin): 162.3 kJ/mol
HOMO: -10.3 eV

***

3.
Entry from OMol25: 2 unconnected molecules or ions with the total composition C2H3IOS (ωB97M-V/def2-TZVPD).

Structure (XYZ):
```
8
C2H3IOS ωB97M-V/def2-TZVPD
C 0.54 -0.73 0.08
C -0.36 0.43 0.09
O -1.71 0.16 -0.04
S 0.50 -2.28 -0.17
I 3.21 0.94 -0.06
H -0.19 1.13 -0.83
H -0.02 1.09 1.06
H -1.96 -0.74 -0.13
```

<S²>: 2.008
2S+1: 3
frontier orbital gap (alpha / beta): 7.40 / 6.57 eV
energy relative to the best compared isomer or geometry (same formula, charge and spin): 85.3 kJ/mol
HOMO (alpha / beta): -7.9 / -9.9 eV

***

4.
Entry from OMol25: a molecular structure, C22H32CoNO6S2Sb (ωB97M-V/def2-TZVPD).

Structure (XYZ):
```
65
C22H32CoNO6S2Sb ωB97M-V/def2-TZVPD
Co 0.89 0.33 0.16
O 2.77 1.19 3.00
S 2.19 -0.02 2.45
O 2.33 -1.17 3.34
O 0.70 0.20 2.14
O 2.74 -0.34 1.07
C 0.42 0.61 -2.75
N 1.53 0.45 -1.81
C 2.31 -0.75 -2.14
C 2.40 1.64 -1.86
C 1.83 2.72 -1.00
C 1.99 4.08 -1.26
C 1.53 5.01 -0.34
C 0.95 4.56 0.85
C 0.79 3.20 1.08
C 1.20 2.24 0.15
H 0.80 0.65 -3.78
H -0.10 1.54 -2.53
H -0.27 -0.22 -2.63
H 2.78 -0.64 -3.12
H 1.64 -1.61 -2.15
H 3.06 -0.90 -1.36
H 2.57 1.95 -2.91
H 3.37 1.34 -1.45
H 2.47 4.41 -2.18
H 1.64 6.07 -0.53
H 0.63 5.29 1.59
H 0.38 2.87 2.03
C -3.95 -0.25 -1.61
C -3.83 0.09 -0.13
Sb -2.01 1.19 0.31
C -2.45 1.37 2.40
C -2.33 0.06 3.17
C -2.76 3.18 -0.16
C -4.28 3.36 -0.17
H -4.87 -0.81 -1.83
H -3.10 -0.85 -1.94
H -3.97 0.66 -2.22
H -3.74 -0.83 0.46
H -4.69 0.64 0.24
H -3.46 1.79 2.47
H -1.76 2.11 2.80
H -3.06 -0.68 2.82
H -2.50 0.20 4.24
H -1.33 -0.37 3.04
H -2.33 3.48 -1.12
H -2.30 3.83 0.59
H -4.75 2.74 -0.93
H -4.56 4.40 -0.37
H -4.72 3.09 0.79
O 3.90 -6.84 1.33
C 2.97 -6.80 0.34
O 2.86 -7.78 -0.37
C 2.18 -5.56 0.21
C 2.31 -4.46 1.06
C 1.55 -3.32 0.90
C 0.60 -3.23 -0.14
S -0.36 -1.80 -0.36
C 0.48 -4.34 -1.00
C 1.24 -5.48 -0.83
H 3.89 -5.99 1.79
H 3.02 -4.43 1.88
H 1.69 -2.50 1.58
H -0.23 -4.28 -1.81
H 1.13 -6.32 -1.50
```

<S²>: 0.765
net charge: -2
2S+1: 2
frontier orbital gap (alpha / beta): 6.23 / 6.46 eV
energy relative to the best compared isomer or geometry (same formula, charge and spin): 0.0 kJ/mol
HOMO (alpha / beta): -1.6 / -1.8 eV

***

5.
Entry from OMol25: a molecular structure, CH7Na4O7 (ωB97M-V/def2-TZVPD).

Structure (XYZ):
```
19
CH7Na4O7 ωB97M-V/def2-TZVPD
Na -1.88 1.08 2.30
Na 0.26 -0.80 -1.49
Na -0.58 2.59 -0.64
Na -2.47 -0.03 -0.45
O -0.35 0.48 0.44
H 0.12 -0.13 1.03
C -1.68 1.72 -3.24
O -1.15 0.89 -2.34
O -1.84 2.94 -2.85
O -1.98 1.30 -4.38
O 1.95 1.82 1.30
H 2.53 1.20 1.76
H 1.24 1.28 0.88
O 2.33 -2.32 2.38
H 1.60 -2.46 1.77
H 3.00 -1.84 1.87
O 0.03 -2.60 0.58
H -0.60 -2.36 1.28
H -0.52 -2.75 -0.20
```

net charge: +1
frontier orbital gap: 2.85 eV
energy relative to the best compared isomer or geometry (same formula, charge and spin): 0.0 kJ/mol
HOMO: -9.2 eV

***

6.
Entry from OMol25: 2 unconnected molecules or ions with the total composition C7H9N4S (ωB97M-V/def2-TZVPD).

Structure (XYZ):
```
21
C7H9N4S ωB97M-V/def2-TZVPD
C -1.40 -1.72 -0.62
C -2.75 -1.55 -0.40
C -1.38 0.56 -0.17
C 2.82 0.16 -0.31
C 0.69 1.88 -0.17
C 1.38 0.59 0.17
C 0.66 -0.53 -0.49
N 2.77 -0.95 -0.85
N 1.49 -1.41 -1.01
N -0.72 -0.59 -0.51
N -0.73 1.70 0.00
S -3.03 0.07 0.22
H -0.81 -2.61 -0.90
H -3.55 -2.22 -0.60
H 3.73 0.56 -0.01
H -0.57 -0.99 2.91
H 1.04 2.59 0.59
H 0.93 2.10 -1.22
H 1.08 0.53 1.29
H -0.33 -0.64 2.27
H -1.33 2.49 -0.16
```

net charge: +1
frontier orbital gap: 8.86 eV
energy relative to the best compared isomer or geometry (same formula, charge and spin): 235.1 kJ/mol
HOMO: -13.3 eV

***

7.
Entry from OMol25: 5 unconnected molecules or ions with the total composition C15H31BCl8F3N3OP (ωB97M-V/def2-TZVPD).

Structure (XYZ):
```
63
C15H31BCl8F3N3OP ωB97M-V/def2-TZVPD
C -0.14 -4.15 2.34
B 0.20 -2.65 2.62
O 0.13 -2.09 3.87
C 0.61 -1.69 1.38
N 1.77 -2.28 0.75
C 0.87 -0.25 1.81
N 1.13 0.71 0.72
C 0.52 0.32 -0.58
P 0.41 1.69 -1.85
C 0.49 3.31 -1.01
C 1.97 1.40 -2.78
C -0.83 -0.33 -0.27
C -1.76 -0.54 -1.46
C -3.09 -1.19 -1.04
C -3.81 -0.43 0.02
F -3.73 0.92 -0.06
C -4.59 -0.95 0.96
F -4.40 -2.17 1.47
F -5.61 -0.33 1.52
N -0.54 -1.67 0.34
H 0.62 -4.81 2.77
H -1.10 -4.39 2.80
H -0.17 -4.37 1.27
H 0.82 -2.30 4.50
H 2.62 -1.76 0.96
H 1.93 -3.25 1.00
H -0.02 0.08 2.36
H 1.69 -0.22 2.51
H 2.13 0.69 0.58
H 1.16 -0.45 -1.04
H -0.21 3.96 -1.54
H 0.24 3.24 0.04
H 1.47 3.77 -1.13
H 1.76 0.64 -3.53
H 2.76 1.02 -2.12
H 2.35 2.27 -3.29
H -1.36 0.29 0.46
H -1.28 -1.19 -2.19
H -1.98 0.42 -1.92
H -3.72 -1.23 -1.93
H -2.96 -2.23 -0.73
H -0.30 -2.34 -0.40
H -1.39 -2.01 0.80
C -0.73 3.78 -5.52
Cl -0.53 3.39 -7.23
Cl 0.37 2.83 -4.49
H -0.51 4.83 -5.37
H -1.75 3.55 -5.23
C -0.12 -6.47 -1.58
Cl 0.32 -4.81 -1.07
Cl -1.33 -6.46 -2.84
H 0.78 -6.94 -1.94
H -0.51 -6.98 -0.71
C 4.08 3.53 2.15
Cl 4.14 2.44 3.53
Cl 3.27 2.79 0.76
H 3.53 4.42 2.42
H 5.10 3.78 1.87
C -0.31 4.58 3.26
Cl 0.69 3.14 2.98
Cl 0.68 6.01 3.51
H -0.93 4.74 2.39
H -0.91 4.41 4.14
```

net charge: +1
frontier orbital gap: 7.83 eV
HOMO: -10.3 eV

***

8.
Entry from OMol25: a single C23H28BrN3O3S molecule (ωB97M-V/def2-TZVPD).

Structure (XYZ):
```
59
C23H28BrN3O3S ωB97M-V/def2-TZVPD
C -4.26 -3.79 -0.35
H -4.93 -4.57 -0.69
H -3.86 -4.06 0.63
H -3.43 -3.70 -1.05
C -4.99 -2.45 -0.27
C -4.04 -1.38 0.20
O -3.11 -1.59 0.95
N -4.30 -0.11 -0.24
C -3.41 0.94 -0.17
C -2.03 0.93 -0.32
C -1.36 2.14 -0.29
C -2.04 3.32 -0.09
C -3.43 3.35 0.00
C -4.10 2.16 -0.07
C -5.58 1.88 -0.10
H -6.01 1.99 0.90
H -6.11 2.55 -0.77
C -5.62 0.41 -0.57
H -5.78 0.36 -1.66
H -6.40 -0.16 -0.07
H -3.96 4.29 0.09
Br -1.08 4.95 -0.02
H -0.30 2.15 -0.49
S -1.15 -0.51 -1.01
O -2.14 -1.21 -1.77
O -0.03 0.06 -1.71
N -0.59 -1.57 0.11
H -1.38 -1.93 0.63
C 0.63 -1.38 0.87
C 0.73 0.01 1.51
C 2.07 0.16 2.23
N 3.21 -0.06 1.37
C 3.14 -1.37 0.75
C 1.85 -1.62 -0.03
H 1.83 -2.64 -0.40
H 1.78 -0.95 -0.89
H 4.01 -1.48 0.09
H 3.23 -2.11 1.56
C 3.44 1.02 0.41
C 4.81 0.89 -0.21
C 5.92 0.74 0.61
C 7.19 0.63 0.07
C 7.35 0.66 -1.31
C 6.25 0.80 -2.13
C 4.98 0.92 -1.58
H 4.12 1.02 -2.23
H 6.37 0.83 -3.20
H 8.34 0.57 -1.74
H 8.04 0.51 0.71
H 5.78 0.71 1.68
H 3.39 1.96 0.96
H 2.69 1.05 -0.39
H 2.15 1.15 2.68
H 2.13 -0.58 3.04
H -0.10 0.16 2.21
H 0.66 0.76 0.72
H 0.63 -2.14 1.66
H -5.82 -2.52 0.44
H -5.39 -2.18 -1.25
```

structure (SMILES): CCC(=O)N1CCc2cc(Br)cc(S(=O)(=O)NC3CCN(Cc4ccccc4)CC3)c21
frontier orbital gap: 8.70 eV
HOMO: -8.3 eV

***

Looking at energy for the records above, in order, we have -12729.97333; -27040.26487; -23102.21848; -102945.78533; -33144.33252; -24190.64945; -140866.10960; -115796.45392 eV.
Looking at max |F| for the records above, in order, we have 0.174; 0.023; 0.056; 0.005; 0.071; 0.077; 0.028; 0.016 hartree/bohr.